C23H23ClInO14 as an isolated structure in a non-equilibrium geometry, computed with ωB97M-V/def2-TZVPD.

CARTESIAN COORDINATES (ANGSTROEM)
1 O 3.8474 -0.3560 4.4104
2 C 4.3088 0.2890 3.5577
3 O 4.4075 1.6052 3.5125
4 C 3.7546 2.3456 4.5412
5 C 2.7337 3.2818 3.9244
6 C 1.4686 2.5426 3.4398
7 C 0.2737 2.7228 4.4116
8 In -1.0487 0.9299 4.5355
9 Cl 0.1967 -1.1725 4.1832
10 H 4.7450 -0.1931 2.6835
11 H 3.2959 1.7507 5.3164
12 H 4.5015 2.9624 5.0190
13 H 3.2298 3.7172 3.0701
14 H 2.4478 4.0357 4.6369
15 H 1.6910 1.4871 3.3798
16 H 1.1961 2.9154 2.4668
17 H 0.6377 3.0601 5.3733
18 H -0.3467 3.5072 4.0069
19 H -2.2860 1.0304 3.2516
20 H -1.8829 0.7980 6.1116
21 C -4.2829 4.2147 0.9741
22 C -5.1040 3.8068 0.0026
23 C -4.7879 2.6208 -0.8592
24 O -5.6022 2.3043 -1.7136
25 C -3.5406 1.9203 -0.6319
26 C -2.7083 2.3219 0.3428
27 C -3.0315 3.4994 1.2197
28 O -2.2394 3.8119 2.0806
29 O -1.5669 1.7135 0.5896
30 O -6.2588 4.4166 -0.2753
31 H -4.5025 5.0687 1.5990
32 H -3.3154 1.0747 -1.2654
33 H -1.1738 2.1533 1.3722
34 H -6.6481 3.9122 -1.0158
35 C -4.0492 -2.4083 -2.3698
36 C -4.1084 -3.7255 -2.1423
37 C -2.8739 -4.5779 -2.0978
38 O -3.0043 -5.7666 -1.8725
39 C -1.5867 -3.9389 -2.3328
40 C -1.5286 -2.6222 -2.5616
41 C -2.7600 -1.7668 -2.5851
42 O -2.6285 -0.5748 -2.7868
43 O -0.3839 -1.9835 -2.7804
44 O -5.2520 -4.3710 -1.9404
45 H -4.9312 -1.7838 -2.4017
46 H -0.7035 -4.5625 -2.3110
47 H -0.6176 -1.0419 -2.9068
48 H -5.0100 -5.3063 -1.7944
49 C 2.6325 -2.4740 -3.7911
50 C 3.1762 -3.5256 -3.1674
51 C 4.6603 -3.6630 -2.9953
52 O 5.0858 -4.6384 -2.4062
53 C 5.5166 -2.6227 -3.5512
54 C 4.9720 -1.5726 -4.1763
55 C 3.4860 -1.4249 -4.3264
56 O 3.0628 -0.4342 -4.8932
57 O 5.6976 -0.5926 -4.7043
58 O 2.4481 -4.5146 -2.6598
59 H 1.5666 -2.3664 -3.9160
60 H 6.5849 -2.7383 -3.4356
61 H 5.0571 0.0387 -5.0870
62 H 3.0822 -5.1401 -2.2582

Summary:
Kohn-Sham gap: 4.864 eV
HOMO: -4.949 eV
E_LUMO: -0.08 eV
maximum force: 3.3 eV/A
charge: -1
molar mass: 673.7 u



A 2-piece molecular cluster, C2H8NOS overall, computed with ωB97M-V/def2-TZVPD.

CARTESIAN COORDINATES (ANGSTROEM)
1 C 0.7499 1.7886 0.8053
2 S -0.9792 1.2841 0.6955
3 H 0.9346 2.5094 1.6150
4 H 1.4154 0.9460 1.0302
5 H 1.1367 2.2753 -0.0936
6 N -0.1175 -1.9280 0.3727
7 C 0.7192 -1.9701 -0.7936
8 O 0.4411 -0.9657 -1.7688
9 H -0.2982 -0.9772 0.7126
10 H -1.0291 -2.3019 0.1363
11 H 1.7669 -1.9027 -0.4751
12 H 0.5577 -2.9129 -1.3241
13 H -0.0386 -0.2575 -1.3133

Summary:
Kohn-Sham gap: 6.861 eV
HOMO: -2.749 eV
E_LUMO: 4.11 eV
maximum force: 0.8 eV/A
energy relative to the best compared isomer or geometry (same formula, charge and spin): 0.379 eV
charge: -1
molar mass: 94.2 u



C8H7F3N2O2PtS as an isolated structure, computed with ωB97M-V/def2-TZVPD.

CARTESIAN COORDINATES (ANGSTROEM)
1 Pt 0.5124 0.0333 0.2015
2 N 0.0043 -0.1257 2.2126
3 C -0.7583 1.0891 2.5961
4 C -0.4175 2.2841 1.7012
5 O -0.5275 3.4107 2.1250
6 O -0.1007 1.9575 0.4834
7 H -0.5508 -0.9433 2.4419
8 H 0.8756 -0.2124 2.7267
9 H -0.6634 1.3179 3.6542
10 H -1.8068 0.8802 2.3757
11 F 5.0450 -1.7412 -1.6964
12 C 4.1617 -1.9908 -2.6776
13 F 4.8478 -2.0246 -3.8323
14 F 3.6713 -3.2219 -2.4670
15 C 3.0734 -0.9576 -2.7158
16 C 2.9202 -0.0998 -3.7928
17 C 1.9070 0.8475 -3.8048
18 C 1.0755 0.9419 -2.7036
19 N 1.2449 0.1266 -1.6685
20 C 2.1897 -0.8366 -1.6479
21 S 1.9769 -1.7211 -0.1549
22 H 3.5965 -0.1815 -4.6327
23 H 1.7729 1.5107 -4.6455
24 H 0.2791 1.6673 -2.6141

Summary:
Kohn-Sham gap: 8.144 eV
HOMO: -8.287 eV
E_LUMO: -0.14 eV
maximum force: 0.9 eV/A
energy relative to the best compared isomer or geometry (same formula, charge and spin): 0.249 eV
molar mass: 447.3 u



Question: Which of these has the highest molar mass?
Answer: C23H23ClInO14